C22H46N5O4PSi2 as an isolated structure. Source: OMol25; level of theory: ωB97M-V/def2-TZVPD.

The geometry in XYZ format:
```
80
Properties=species:S:1:pos:R:3
P -3.863 0.330 -2.491
Si -3.554 2.159 -1.182
Si -1.628 4.331 -1.754
O -3.032 0.847 -3.848
O -3.897 -2.061 0.535
O -2.176 -0.753 0.947
O -2.052 2.734 -1.555
N -5.278 -0.774 4.077
N -1.515 -0.420 7.399
N 1.592 6.132 -3.298
N 5.702 -2.768 -3.054
N 3.253 3.319 -4.025
C 1.082 5.120 -2.354
C 3.213 -3.783 -5.258
C 4.253 2.782 -3.833
C -0.185 4.448 -2.927
C -4.170 -1.077 4.185
C 0.925 -3.251 7.386
C 5.499 2.050 -3.610
C -2.776 -1.500 4.299
C -5.544 0.683 -3.112
C 1.328 -2.149 6.414
C -2.668 -2.967 4.739
C 4.722 -2.648 -3.648
C -3.665 1.666 0.623
C -4.329 0.309 0.897
C 3.478 -2.534 -4.409
C 5.248 0.713 -2.902
C -0.384 -0.552 7.224
C 4.306 -4.040 -6.288
C -3.300 -3.234 6.100
C 4.616 0.881 -1.526
C 1.040 -0.742 6.954
C -3.360 -0.848 0.764
H 3.547 -1.650 -5.046
H 2.394 -2.215 6.195
H 0.882 5.627 -1.403
H -4.370 -3.023 6.086
H -2.663 1.660 1.067
H -4.856 -1.985 0.424
H -2.843 -2.614 6.871
H -2.088 0.728 -3.671
H 3.636 1.356 -1.593
H 1.832 4.337 -2.177
H -6.250 0.101 -2.509
H 1.443 -3.142 8.340
H -5.827 1.739 -3.100
H 5.267 -4.221 -5.806
H -2.798 5.090 -2.255
H 4.420 -3.188 -6.961
H -0.492 5.011 -3.817
H 4.066 -4.914 -6.892
H -5.607 0.317 -4.141
H -3.173 -4.280 6.381
H -5.213 0.130 0.272
H -4.606 3.171 -1.482
H 6.163 2.680 -3.015
H 6.197 0.186 -2.811
H 2.666 -2.367 -3.699
H 0.802 -2.280 5.466
H 3.110 -4.646 -4.599
H -1.253 4.888 -0.433
H 5.245 1.493 -0.877
H 1.587 -0.565 7.882
H -2.279 -0.849 5.020
H 4.604 0.096 -3.528
H 1.172 -4.231 6.980
H -4.240 2.450 1.134
H 2.368 6.625 -2.863
H 5.972 1.896 -4.581
H -4.660 0.255 1.940
H -1.608 -3.231 4.763
H 4.486 -0.090 -1.049
H 0.059 3.436 -3.268
H 2.253 -3.649 -5.760
H 1.350 0.019 6.237
H -2.301 -1.354 3.326
H -0.149 -3.233 7.581
H 2.012 5.633 -4.080
H -3.133 -3.600 3.980
```

Values from the calculation:
Gap between HOMO and LUMO = 8.39 eV
HOMO energy = -8.1 eV
Max |F| = 0.0119 hartree/bohr
Calculated total energy = -2361.04100 Ha